{"formula": "C4H13N3", "method": "ωB97M-V/def2-TZVPD", "e_lumo_ha": -0.0448, "e_above_lowest_kcal_mol": 135.1, "homo_lumo_gap_ev": 6.8170, "homo_ev": -8.04, "fmax_ev_per_a": 5.05, "energy_ev": -8823.5543, "symbols": ["N", "N", "N", "C", "C", "C", "C", "H", "H", "H", "H", "H", "H", "H", "H", "H", "H", "H", "H", "H"], "coordinates": [[-2.27, -0.43, -1.75], [-1.09, -0.70, 0.84], [1.21, 0.35, 2.36], [1.68, 0.63, 1.00], [-0.79, -0.60, -1.64], [1.20, -0.31, -0.13], [-0.31, -0.33, -0.19], [1.22, 1.14, 2.99], [0.42, -0.26, 2.40], [1.39, 1.63, 0.66], [1.47, -1.35, 0.09], [1.64, 0.07, -1.06], [-1.03, -1.70, 0.94], [-0.22, 0.12, -2.31], [-0.92, 0.87, -0.10], [-2.48, -0.58, -0.77], [2.78, 0.63, 1.00], [-0.91, 1.77, -0.41], [-0.48, -1.52, -2.13], [-2.50, 0.58, -1.78]], "mulliken_charge": [-0.691, -0.929, -0.569, -0.503, -0.740, -0.675, 0.966, 0.194, 0.250, 0.275, 0.341, 0.325, 0.223, 0.318, -0.433, 0.380, 0.311, 0.308, 0.360, 0.288]}



{"formula": "C4H13N3", "method": "ωB97M-V/def2-TZVPD", "e_lumo_ha": 0.0413, "e_above_lowest_kcal_mol": 17.8, "homo_lumo_gap_ev": 9.5924, "smiles": "NCCNCCN", "homo_ev": -8.47, "fmax_ev_per_a": 0.96, "energy_ev": -8828.6399, "symbols": ["N", "N", "N", "C", "C", "C", "C", "H", "H", "H", "H", "H", "H", "H", "H", "H", "H", "H", "H", "H"], "coordinates": [[-0.71, -0.13, -1.03], [-0.36, -0.18, 2.08], [1.92, 1.21, -0.29], [0.59, -0.79, -1.02], [-1.48, 0.31, 1.29], [-1.65, -0.49, 0.01], [1.77, 0.15, -1.27], [0.73, -1.29, -0.09], [2.24, 0.86, 0.60], [-1.64, -1.56, 0.25], [1.08, 1.76, -0.22], [-0.47, -1.09, 2.49], [2.66, -0.48, -1.26], [0.62, -1.64, -1.74], [-1.29, 1.35, 1.06], [-1.14, -0.23, -1.94], [-2.64, -0.26, -0.36], [1.71, 0.63, -2.24], [0.05, 0.43, 2.77], [-2.41, 0.29, 1.86]], "mulliken_charge": [-0.330, -0.446, -0.579, -0.435, -0.597, -0.688, -0.820, 0.343, 0.257, 0.284, 0.236, 0.167, 0.382, 0.348, 0.327, 0.244, 0.445, 0.315, 0.181, 0.366]}



{"formula": "C4H13N3", "method": "ωB97M-V/def2-TZVPD", "e_lumo_ha": -0.0535, "e_above_lowest_kcal_mol": 133.7, "homo_lumo_gap_ev": 6.7975, "homo_ev": -8.25, "fmax_ev_per_a": 7.08, "energy_ev": -8823.6133, "symbols": ["N", "N", "N", "C", "C", "C", "C", "H", "H", "H", "H", "H", "H", "H", "H", "H", "H", "H", "H", "H"], "coordinates": [[2.42, 1.60, -0.27], [-2.65, 0.08, -0.68], [-0.25, 1.18, 0.65], [-1.81, -1.01, -0.17], [1.89, 0.27, -0.44], [-0.36, -0.89, -0.69], [0.50, 0.07, 0.26], [0.72, -1.25, 1.84], [-3.46, 0.10, -0.06], [-1.65, -0.95, 0.94], [0.11, -1.88, -0.69], [-0.31, -0.34, -1.65], [1.67, 0.03, -1.50], [-2.29, -1.96, -0.48], [1.64, 2.22, -0.05], [2.63, -0.47, -0.11], [-2.21, 0.96, -0.43], [3.03, 1.52, 0.54], [0.54, -0.53, 1.32], [-0.16, 1.26, 1.67]], "mulliken_charge": [-0.618, -0.754, -0.743, -0.343, -0.732, -1.047, 1.026, 0.405, 0.236, 0.274, 0.305, 0.499, 0.329, 0.390, 0.333, 0.330, 0.283, 0.281, -0.632, 0.177]}



{"formula": "C4H13N3", "method": "ωB97M-V/def2-TZVPD", "e_lumo_ha": 0.0385, "e_above_lowest_kcal_mol": 39.0, "homo_lumo_gap_ev": 9.1485, "smiles": "CNCCNCN", "homo_ev": -8.10, "fmax_ev_per_a": 2.47, "energy_ev": -8827.7233, "symbols": ["N", "N", "N", "C", "C", "C", "C", "H", "H", "H", "H", "H", "H", "H", "H", "H", "H", "H", "H", "H"], "coordinates": [[0.13, 0.22, 0.91], [-0.65, 0.85, -1.95], [0.93, -0.74, 2.96], [0.58, 0.16, -2.34], [1.09, -0.64, 1.48], [-1.55, 0.74, -0.82], [-1.08, -0.21, 0.27], [-1.71, 1.70, -0.31], [-0.86, -1.21, -0.11], [0.87, 0.17, 3.40], [0.30, 1.21, 0.98], [0.61, -0.90, -2.05], [1.39, 0.63, -1.77], [-1.94, -0.28, 0.95], [2.15, -0.41, 1.30], [-2.55, 0.46, -1.16], [1.00, -1.67, 1.13], [-1.20, 0.82, -2.80], [1.79, -1.16, 3.32], [0.70, 0.26, -3.41]], "mulliken_charge": [-0.099, -0.295, -0.639, -0.727, -0.497, -0.620, -0.599, 0.260, 0.333, 0.219, 0.223, 0.223, 0.221, 0.265, 0.335, 0.320, 0.272, 0.238, 0.223, 0.343]}



{"formula": "C4H13N3", "method": "ωB97M-V/def2-TZVPD", "e_lumo_ha": 0.0178, "e_above_lowest_kcal_mol": 107.9, "homo_lumo_gap_ev": 6.1059, "homo_ev": -5.62, "fmax_ev_per_a": 0.74, "energy_ev": -8824.7326, "symbols": ["N", "N", "N", "C", "C", "C", "C", "H", "H", "H", "H", "H", "H", "H", "H", "H", "H", "H", "H", "H"], "coordinates": [[0.35, -1.29, -1.86], [-0.06, 1.72, 2.70], [0.53, 0.86, 0.62], [-0.05, -1.57, -0.45], [0.85, 1.54, 1.85], [0.30, 1.71, -0.59], [-1.56, -1.70, -0.41], [-0.25, 0.14, 0.67], [-1.92, -1.97, 0.59], [1.91, 1.78, 1.96], [-0.03, -1.99, -2.51], [1.36, -1.35, -1.96], [1.16, 0.04, 0.34], [0.38, -2.52, -0.08], [1.20, 2.30, -0.79], [0.10, 1.02, -1.41], [-2.07, -0.77, -0.70], [-0.54, 2.37, -0.39], [-1.95, -2.47, -1.11], [0.29, 2.15, 3.55]], "mulliken_charge": [-0.515, -0.530, -0.267, -0.485, -0.058, -0.837, -1.261, 0.267, 0.321, 0.393, 0.168, 0.203, 0.575, 0.076, 0.352, 0.368, 0.244, 0.330, 0.386, 0.271]}



{"formula": "C4H13N3", "method": "ωB97M-V/def2-TZVPD", "e_lumo_ha": [-0.1395, -0.1399], "e_above_lowest_kcal_mol": 9.0, "multiplicity": 2, "homo_lumo_gap_ev": [4.4172, 8.2045], "homo_ev": [-8.21, -12.01], "fmax_ev_per_a": 0.82, "energy_ev": -8820.6154, "s2": 0.75, "charge": 1, "symbols": ["N", "N", "N", "C", "C", "C", "C", "H", "H", "H", "H", "H", "H", "H", "H", "H", "H", "H", "H", "H"], "coordinates": [[1.48, 1.89, -1.67], [-2.41, -0.69, 1.76], [-0.72, -1.44, 0.19], [0.47, -0.90, 0.78], [0.94, 0.56, -1.19], [-1.98, -1.56, 0.77], [0.84, 0.53, 0.30], [-3.39, -0.59, 1.97], [-0.68, -1.56, -0.82], [-1.76, -0.42, 2.48], [1.59, -0.24, -1.57], [0.86, 2.64, -1.35], [1.80, 0.81, 0.72], [0.05, 1.22, 0.62], [0.38, -0.92, 1.86], [1.31, -1.53, 0.46], [-2.64, -2.27, 0.32], [1.50, 1.95, -2.69], [-0.02, 0.45, -1.69], [2.38, 2.09, -1.24]], "mulliken_spin": [-0.002, 0.118, 0.055, 0.008, 0.012, 0.765, 0.048, -0.016, 0.006, 0.005, 0.000, 0.000, -0.003, -0.018, 0.009, 0.001, 0.015, 0.000, -0.003, 0.000]}



{"formula": "C4H13N3", "method": "ωB97M-V/def2-TZVPD", "e_lumo_ha": -0.3180, "e_above_lowest_kcal_mol": 110.7, "homo_lumo_gap_ev": 8.6291, "homo_ev": -17.28, "fmax_ev_per_a": 6.25, "energy_ev": -8808.7752, "charge": 2, "symbols": ["N", "N", "N", "C", "C", "C", "C", "H", "H", "H", "H", "H", "H", "H", "H", "H", "H", "H", "H", "H"], "coordinates": [[1.06, -0.26, 2.84], [-0.01, 0.12, -1.93], [-1.36, 1.67, -3.16], [1.04, -0.40, -0.18], [-1.18, 0.68, -2.32], [0.16, -1.11, 0.57], [-0.16, -0.38, 2.01], [-2.19, 0.36, -1.99], [1.95, 0.30, 2.48], [0.68, -2.09, 0.71], [1.37, -1.02, -0.92], [-0.71, 2.34, -3.54], [-0.88, -1.02, 2.52], [0.79, 0.18, 3.83], [-2.40, 1.88, -3.45], [-0.69, 0.60, 1.98], [0.71, 0.16, -2.65], [-0.79, -1.32, -0.04], [1.26, -1.31, 3.24], [1.35, 0.60, 0.00]], "mulliken_charge": [-0.453, -0.573, -0.334, -0.191, 0.220, -0.310, -0.702, 0.273, 0.375, 0.335, 0.306, 0.252, 0.386, 0.431, 0.305, 0.381, 0.214, 0.335, 0.455, 0.295]}



{"formula": "C4H13N3O", "method": "ωB97M-V/def2-TZVPD", "e_lumo_ha": 0.0277, "e_above_lowest_kcal_mol": 19.5, "homo_lumo_gap_ev": 9.8751, "smiles": "NC(N)=O.CCNC", "homo_ev": -9.12, "fmax_ev_per_a": 1.13, "energy_ev": -10876.8305, "symbols": ["O", "N", "N", "N", "C", "C", "C", "C", "H", "H", "H", "H", "H", "H", "H", "H", "H", "H", "H", "H", "H"], "coordinates": [[2.76, -3.11, -0.36], [0.99, -1.88, -1.01], [-0.97, 2.29, 0.01], [1.02, -2.79, 1.16], [-0.71, 0.87, 0.07], [-0.05, 3.03, -0.84], [1.68, -2.62, -0.11], [-1.89, 0.07, 0.63], [-2.69, 0.01, -0.11], [-0.51, 0.54, -0.95], [1.71, -2.47, 1.83], [-1.62, -0.93, 0.96], [0.95, -3.79, 1.30], [-0.03, 2.57, -1.83], [0.21, -1.34, -0.67], [-0.42, 4.04, -0.93], [1.55, -1.42, -1.71], [0.99, 3.08, -0.50], [-0.88, 2.66, 0.94], [0.20, 0.59, 0.63], [-2.30, 0.62, 1.48]], "mulliken_charge": [-0.587, -0.375, -0.373, -0.537, -0.350, -0.873, 0.467, -1.111, 0.269, 0.237, 0.261, 0.346, 0.280, 0.313, 0.230, 0.308, 0.262, 0.302, 0.253, 0.337, 0.341]}



{"formula": "C4H13N3O", "method": "ωB97M-V/def2-TZVPD", "e_lumo_ha": 0.0352, "e_above_lowest_kcal_mol": 88.2, "homo_lumo_gap_ev": 8.2857, "smiles": "CC(C)C(N)(N)NO", "homo_ev": -7.33, "fmax_ev_per_a": 2.60, "energy_ev": -10873.8532, "symbols": ["O", "N", "N", "N", "C", "C", "C", "C", "H", "H", "H", "H", "H", "H", "H", "H", "H", "H", "H", "H", "H"], "coordinates": [[-2.45, 1.37, 0.04], [-1.86, 0.08, -0.03], [-0.50, -1.22, 1.41], [-0.20, 1.02, 1.36], [1.68, -1.23, -0.43], [-0.44, -0.11, 0.54], [0.50, -0.29, -0.67], [1.03, 1.03, -1.26], [2.35, -1.26, -1.30], [0.44, 1.76, 1.08], [1.50, 0.85, -2.24], [-0.92, 1.36, 1.98], [0.16, -1.99, 1.40], [-2.35, -0.69, -0.48], [-1.09, -1.21, 2.23], [0.22, 1.74, -1.43], [1.77, 1.49, -0.61], [-3.36, 1.24, -0.29], [-0.09, -0.76, -1.46], [2.27, -0.92, 0.44], [1.34, -2.26, -0.29]], "mulliken_charge": [-0.473, -0.234, -0.370, -0.532, -1.618, 0.590, 0.730, -1.669, 0.426, 0.160, 0.427, 0.235, 0.138, 0.191, 0.159, 0.355, 0.361, 0.335, 0.060, 0.353, 0.378]}



{"formula": "C4H13N3O", "method": "ωB97M-V/def2-TZVPD", "e_lumo_ha": 0.0346, "e_above_lowest_kcal_mol": 76.4, "homo_lumo_gap_ev": 9.6619, "homo_ev": -8.72, "fmax_ev_per_a": 3.71, "energy_ev": -10874.3636, "symbols": ["O", "N", "N", "N", "C", "C", "C", "C", "H", "H", "H", "H", "H", "H", "H", "H", "H", "H", "H", "H", "H"], "coordinates": [[-0.48, 1.40, -0.57], [2.47, 1.58, -0.69], [2.47, -0.88, -0.40], [-0.70, -0.91, -0.54], [2.67, 0.03, 0.35], [-1.04, -2.15, 0.15], [-2.33, 0.47, 0.70], [-0.88, 0.30, 0.24], [-0.21, 0.35, 1.12], [-3.00, 0.37, -0.15], [-0.93, 1.29, -1.42], [-2.45, 1.46, 1.13], [-2.59, -0.27, 1.45], [3.09, 2.38, -0.77], [-0.61, -2.23, 1.15], [1.49, 1.87, -0.57], [2.49, 0.72, -1.43], [0.29, -0.96, -0.80], [-2.13, -2.24, 0.22], [-0.67, -2.98, -0.45], [3.06, 0.42, 1.27]], "mulliken_charge": [-0.580, -0.619, -0.773, -0.430, 0.233, -0.967, -1.392, 0.363, 0.245, 0.359, 0.333, 0.385, 0.376, 0.252, 0.319, 0.283, 0.354, 0.300, 0.295, 0.363, 0.300]}



Q: Number 1 is which compound?
A: C4H13N3